(1)
This record from the Open Molecules 2025 dataset describes C20H43InN2P3S as an isolated structure at a distorted geometry. The level of theory is wB97M-V/def2-TZVPD.

```
70
Properties=species:S:1:pos:R:3:forces:R:3
In -0.066 0.202 -0.253 -0.145 3.328 1.250
P 2.192 0.974 0.925 0.724 0.239 0.771
P -2.092 1.844 0.430 -0.996 0.387 0.131
P 0.647 1.534 -2.322 -0.199 -0.215 -0.992
H -0.856 -4.359 2.173 0.203 -0.569 -0.237
C -0.266 -4.559 1.273 0.429 0.817 -0.157
C 1.067 -4.421 1.280 -0.443 0.118 -0.019
H 1.611 -4.287 2.222 -0.152 0.051 -0.385
C 2.718 0.115 2.450 -0.151 -0.350 0.116
C 2.024 2.717 1.481 -0.317 0.048 -0.178
C 3.724 0.954 -0.079 -0.141 -0.195 -0.343
C -3.683 1.287 -0.292 0.288 -0.243 -0.174
C -2.554 2.024 2.192 0.414 -0.183 0.162
C -1.965 3.581 -0.138 0.395 -0.109 -0.061
C 1.829 0.559 -3.302 0.203 0.162 0.056
C 1.288 3.235 -2.192 0.123 -0.032 0.242
C -0.786 1.678 -3.431 -0.148 0.009 -0.094
H -0.829 -4.733 0.350 0.244 -0.039 0.359
H 1.667 -4.445 0.361 -0.235 -0.355 0.435
H 2.462 -0.951 2.405 0.146 0.206 -0.010
H 2.231 0.546 3.334 0.054 -0.051 -0.293
H 3.806 0.217 2.565 -0.315 -0.002 -0.030
H 1.408 2.766 2.389 0.161 -0.093 -0.213
H 1.535 3.333 0.715 0.202 -0.097 0.132
H 3.012 3.146 1.701 -0.224 -0.196 -0.061
H 3.864 -0.042 -0.523 0.032 0.217 0.163
H 4.581 1.167 0.576 -0.293 0.025 -0.201
H 3.699 1.687 -0.896 0.013 -0.136 0.266
H -4.436 2.086 -0.197 0.290 -0.294 -0.023
H -4.027 0.390 0.243 0.055 0.255 -0.189
H -3.538 1.034 -1.352 -0.205 0.113 0.229
H -3.263 2.861 2.294 0.219 -0.297 -0.081
H -1.662 2.224 2.801 -0.309 0.021 -0.104
H -3.026 1.096 2.548 0.156 0.318 -0.154
H -2.851 4.143 0.194 0.288 -0.220 -0.134
H -1.895 3.619 -1.233 -0.076 0.054 0.298
H -1.063 4.039 0.294 -0.282 0.003 -0.111
H 1.970 1.101 -4.248 0.118 -0.274 0.155
H 1.430 -0.448 -3.500 0.043 0.326 0.031
H 2.791 0.469 -2.781 -0.216 0.004 -0.219
H 1.409 3.630 -3.212 -0.013 -0.110 0.285
H 2.258 3.258 -1.677 -0.253 0.043 -0.203
H 0.577 3.868 -1.641 0.208 -0.187 -0.220
H -0.405 1.604 -4.460 -0.292 0.149 0.222
H -1.280 2.648 -3.282 0.074 -0.320 -0.144
H -1.502 0.862 -3.259 0.207 0.271 -0.119
C -0.852 -2.347 -2.552 0.556 0.026 -1.141
C -1.722 -1.975 -3.599 -0.032 0.146 0.507
C -1.507 -2.456 -4.892 0.237 -0.042 0.242
C -0.391 -3.262 -5.143 -0.195 -0.162 0.097
C 0.495 -3.616 -4.116 -0.056 0.323 0.174
C 0.274 -3.144 -2.819 -0.202 -0.003 0.164
S -1.281 -1.876 -0.898 1.695 -0.220 0.913
H 0.121 -1.652 -0.212 -1.876 -2.282 -1.143
H -2.571 -1.323 -3.380 0.119 -0.280 -0.146
H -2.208 -2.207 -5.695 0.322 -0.072 0.357
H -0.233 -3.647 -6.150 0.028 0.096 0.232
H 1.359 -4.255 -4.320 -0.348 0.275 0.056
H 0.960 -3.374 -2.000 -0.169 -0.179 -0.300
C -1.286 0.162 5.305 -0.250 0.619 -0.052
N -0.656 -0.893 4.494 0.161 0.001 -0.616
C 0.158 -1.909 5.185 0.483 -0.470 -0.138
C -0.575 -0.740 3.197 -0.173 0.513 -0.760
N -0.556 -0.517 2.038 0.069 -0.651 1.482
H -1.401 -0.221 6.324 -0.058 0.119 -0.340
H -2.274 0.408 4.890 0.292 -0.121 0.240
H -0.670 1.077 5.333 -0.173 -0.396 0.042
H 0.017 -2.886 4.696 0.036 0.357 0.307
H 1.231 -1.645 5.164 -0.486 -0.082 0.099
H -0.186 -1.954 6.226 0.135 -0.112 -0.429
```
Forces are in eV/Å.

Calculated values
ΔE to the lowest compared entry with this formula, charge and spin: 33.2 kJ/mol
total energy: -2508.76619 a.u.
HOMO: -17.09 eV
charge: +3
LUMO energy: -9.9662 eV

These are the natural (NBO) partial charges, in e, on atoms 1 to 6: atom 1 (In): 0.783, atom 2 (P): 0.977, atom 3 (P): 0.976, atom 4 (P): 0.955, atom 5 (H): 0.201, atom 6 (C): -0.380

---

(2)
This record from the Open Molecules 2025 dataset describes C20H43N2P3SYb as an isolated structure at a distorted geometry. The level of theory is wB97M-V/def2-TZVPD.

```
70
Properties=species:S:1:pos:R:3:forces:R:3
Yb 0.348 1.878 -1.107 -1.060 0.069 3.122
P 0.103 -2.757 2.068 -0.131 -0.249 0.157
P 1.763 1.428 1.740 0.662 -0.137 -0.013
P -1.756 -1.061 -1.569 -0.503 -0.518 -0.024
H 1.803 1.660 -5.465 -0.373 -0.332 -0.372
C 0.759 1.428 -5.682 0.288 0.833 -1.794
C -0.277 2.325 -5.150 -0.454 0.033 -0.095
H 0.002 3.390 -5.044 -0.291 -0.567 0.040
C 1.343 -4.051 2.214 0.063 -0.113 -0.221
C 0.461 -1.460 3.254 0.019 0.438 0.113
C -1.555 -3.383 2.391 -0.110 -0.063 -0.099
C 2.012 3.062 0.912 -0.078 0.454 -0.111
C 2.194 1.924 3.465 -0.620 -0.142 0.623
C 3.312 0.538 1.323 0.364 -0.180 0.019
C -2.582 -0.908 -3.197 0.149 0.148 -0.136
C -3.257 -1.184 -0.522 -0.091 0.321 0.095
C -1.374 -2.864 -1.701 0.525 -0.050 -0.079
H 0.478 0.922 -6.603 0.432 -0.291 0.266
H -1.239 2.185 -5.678 0.521 0.424 0.265
H 1.157 -4.648 3.118 0.021 0.192 -0.214
H 2.344 -3.602 2.277 -0.287 -0.111 -0.024
H 1.301 -4.704 1.333 -0.006 0.087 0.264
H 0.098 -1.750 4.251 0.108 -0.087 -0.293
H -0.030 -0.522 2.958 0.110 -0.288 0.025
H 1.543 -1.284 3.316 -0.272 -0.070 -0.041
H -1.602 -3.760 3.423 0.062 0.038 -0.303
H -1.805 -4.191 1.689 0.073 0.189 0.242
H -2.292 -2.575 2.282 0.254 -0.203 0.041
H 2.405 3.756 1.667 -0.032 0.011 -0.537
H 1.033 3.498 0.609 0.458 0.071 0.129
H 2.729 3.032 0.074 -0.256 0.048 0.174
H 3.075 1.387 3.840 -0.244 0.081 -0.204
H 1.351 1.689 4.128 0.257 0.145 0.024
H 2.388 3.001 3.542 -0.054 -0.320 -0.024
H 4.145 0.912 1.937 -0.137 -0.141 -0.373
H 3.569 0.621 0.259 -0.065 -0.036 0.261
H 3.174 -0.533 1.546 0.127 0.335 -0.065
H -3.225 -1.777 -3.369 0.025 0.203 0.030
H -1.821 -0.849 -3.982 -0.313 -0.120 0.052
H -3.179 0.007 -3.221 0.026 -0.073 -0.112
H -4.041 -1.754 -1.034 0.150 0.040 0.148
H -3.630 -0.174 -0.328 -0.071 -0.162 -0.005
H -3.031 -1.662 0.437 -0.030 0.079 -0.160
H -2.060 -3.343 -2.415 0.224 0.061 0.351
H -1.445 -3.374 -0.731 -0.014 0.120 -0.226
H -0.347 -2.983 -2.076 -0.234 -0.191 0.026
C 1.148 1.171 -3.209 0.067 -0.433 0.784
C 1.487 -0.102 -2.747 -0.023 -0.312 -1.235
C 2.830 -0.388 -2.513 0.345 0.143 0.236
C 3.742 0.662 -2.436 0.414 -0.197 0.102
C 3.314 1.993 -2.541 0.018 0.352 -0.559
C 2.020 2.256 -2.996 0.653 -0.443 -0.387
S -0.571 1.494 -3.522 -0.400 0.414 -0.647
H 0.110 -2.249 0.737 0.120 -0.054 0.589
H 0.728 -0.883 -2.797 0.376 0.109 -0.050
H 3.167 -1.424 -2.426 -0.100 0.362 0.113
H 4.809 0.441 -2.329 -0.415 0.146 0.205
H 3.999 2.833 -2.374 -0.174 -0.473 -0.159
H 1.691 3.254 -3.275 0.175 0.082 0.117
C -4.176 0.705 2.455 -0.311 -0.206 -0.550
N -2.829 1.305 2.588 -0.176 -0.189 -0.017
C -2.306 1.580 3.939 0.588 0.188 0.094
C -2.078 1.511 1.540 1.429 0.647 -1.532
N -1.343 1.730 0.633 -1.879 -0.441 1.937
H -4.679 0.723 3.432 0.275 0.097 -0.435
H -4.109 -0.339 2.103 -0.058 0.456 0.246
H -4.765 1.285 1.727 0.145 -0.234 0.363
H -1.520 0.855 4.209 -0.353 0.227 -0.003
H -1.877 2.592 3.969 -0.224 -0.320 0.093
H -3.134 1.502 4.652 0.317 0.103 -0.250
```
Forces are in eV/Å.

Calculated values
ΔE to the lowest compared entry with this formula, charge and spin: 107.6 kJ/mol
total energy: -3477.30126 a.u.
HOMO (alpha / beta): -15.89 / -16.77 eV
charge: +3
multiplicity: 2
LUMO energy (alpha / beta): -8.4348 / -8.5750 eV
⟨S²⟩: 0.75

These are the natural (NBO) partial charges, in e, on atoms 1 to 6: atom 1 (Yb): 1.302, atom 2 (P): 1.318, atom 3 (P): 0.742, atom 4 (P): 0.770, atom 5 (H): 0.193, atom 6 (C): -0.292

---

(3)
This record from the Open Molecules 2025 dataset describes C20H43N9O4S3V as an isolated structure at a distorted geometry. The level of theory is wB97M-V/def2-TZVPD.

```
80
Properties=species:S:1:pos:R:3:forces:R:3
V 0.791 0.251 -0.432 0.104 -0.402 0.649
N -1.141 0.931 0.231 -0.069 -0.159 -0.089
C -1.549 0.286 1.509 -0.121 0.058 0.031
C -0.768 -1.001 1.757 -0.029 -0.039 0.046
N 0.675 -0.796 1.519 -0.099 -0.120 0.110
C 1.404 -2.069 1.319 0.031 0.003 0.035
C 2.749 -1.794 0.667 0.069 -0.039 -0.010
N 2.529 -1.093 -0.628 0.074 -0.282 0.031
C 1.286 -0.027 2.638 0.004 0.036 0.007
C 1.392 1.458 2.338 -0.024 0.030 0.044
N 1.802 1.650 0.929 0.210 0.169 0.036
H -1.125 1.947 0.349 -0.260 -0.053 0.097
H -1.837 0.760 -0.492 0.073 0.046 0.069
H -2.619 0.067 1.511 0.045 0.011 0.029
H -1.382 1.010 2.308 -0.021 -0.065 -0.005
H -1.097 -1.798 1.091 -0.028 0.041 0.000
H -0.951 -1.348 2.781 -0.012 -0.013 -0.042
H 0.811 -2.701 0.658 -0.008 -0.066 -0.061
H 1.534 -2.605 2.265 0.021 -0.001 -0.020
H 3.283 -2.734 0.519 -0.021 0.036 0.017
H 3.374 -1.157 1.294 -0.014 -0.056 -0.008
H 2.253 -1.821 -1.288 0.015 0.033 -0.050
H 3.417 -0.739 -0.982 -0.114 -0.004 0.081
H 2.276 -0.439 2.831 0.002 0.055 0.002
H 0.702 -0.184 3.550 0.048 0.008 0.012
H 2.101 1.926 3.027 -0.062 -0.039 -0.008
H 0.441 1.977 2.461 0.076 -0.036 0.000
H 2.813 1.545 0.843 -0.077 0.037 0.022
H 1.610 2.620 0.678 -0.016 -0.059 0.019
C 1.411 -7.401 -2.017 0.038 0.023 0.048
C 2.481 -6.348 -2.269 -0.026 0.046 -0.048
S 1.869 -4.727 -2.669 0.160 -0.025 -0.004
O 2.896 -3.993 -3.373 -0.041 0.022 0.078
O 1.328 -4.116 -1.466 -0.032 0.109 0.167
C 0.509 -4.979 -3.790 -0.058 -0.080 0.021
C -0.014 -3.669 -4.369 -0.163 -0.010 -0.047
N -0.423 -2.719 -3.325 -0.020 0.025 0.020
C 0.300 -1.651 -2.933 0.108 0.209 -0.131
N -0.213 -1.089 -1.834 -0.202 -0.423 -0.066
C -1.340 -1.812 -1.538 0.029 -0.033 -0.051
C -1.465 -2.817 -2.435 -0.006 -0.026 0.175
N -2.506 -3.808 -2.462 -0.044 0.451 -0.244
O -2.437 -4.672 -3.310 0.013 -0.303 -0.119
O -3.391 -3.663 -1.656 -0.131 -0.102 0.281
C 1.450 -1.126 -3.717 0.119 0.003 0.073
H 1.897 -8.310 -1.665 0.000 -0.005 0.000
H 0.864 -7.656 -2.921 -0.031 -0.009 -0.065
H 0.707 -7.085 -1.250 -0.029 0.040 0.031
H 3.161 -6.603 -3.081 -0.010 -0.071 -0.009
H 3.069 -6.162 -1.367 0.074 0.035 -0.041
H -0.274 -5.506 -3.248 0.039 -0.020 -0.039
H 0.870 -5.608 -4.604 0.015 -0.030 -0.041
H -0.879 -3.895 -4.992 0.120 0.058 0.025
H 0.741 -3.175 -4.974 0.018 -0.028 0.013
H -2.021 -1.585 -0.739 0.001 -0.003 0.040
H 1.834 -0.227 -3.240 -0.014 -0.096 -0.044
H 1.113 -0.853 -4.718 0.011 0.026 -0.036
H 2.250 -1.862 -3.815 -0.034 0.036 0.022
S 1.210 2.830 -2.660 -0.027 -0.024 0.012
C 1.028 1.605 -1.773 0.170 1.060 -1.031
C -3.803 5.122 0.970 0.004 -0.062 -0.058
N -2.889 5.814 1.864 -0.105 -0.053 0.047
C -3.198 7.230 2.042 0.012 0.018 0.027
C -1.708 5.279 2.210 -0.005 -0.065 -0.084
S -1.030 3.991 1.316 0.199 -0.015 -0.044
N -1.066 5.802 3.270 0.077 0.064 -0.050
C 0.346 5.555 3.493 0.077 -0.020 -0.012
C -1.773 6.318 4.438 -0.048 0.018 0.014
H -4.818 5.417 1.229 -0.014 0.003 -0.010
H -3.697 4.047 1.085 -0.035 0.072 -0.004
H -3.608 5.391 -0.071 -0.003 -0.024 0.000
H -3.497 7.632 1.073 -0.004 0.012 0.017
H -2.320 7.772 2.379 0.014 0.008 0.013
H -4.016 7.382 2.747 0.006 0.010 0.011
H 0.863 5.456 2.543 -0.013 0.020 0.058
H 0.501 4.648 4.085 0.007 -0.027 0.000
H 0.757 6.402 4.040 0.015 0.019 0.022
H -2.840 6.142 4.345 -0.018 -0.001 0.000
H -1.592 7.382 4.586 -0.004 0.035 -0.002
H -1.413 5.782 5.317 -0.005 0.007 0.022
```
Forces are in eV/Å.

Calculated values
ΔE to the lowest compared entry with this formula, charge and spin: 0.0 kJ/mol
total energy: -3719.70223 a.u.
HOMO (alpha / beta): -12.87 / -12.87 eV
charge: +2
multiplicity: 4
LUMO energy (alpha / beta): -5.2627 / -6.0034 eV
⟨S²⟩: 3.78

These are the Löwdin partial charges, in e, on atoms 1 to 6: atom 1 (V): 0.619, atom 2 (N): -0.031, atom 3 (C): -0.177, atom 4 (C): -0.160, atom 5 (N): -0.234, atom 6 (C): -0.157